Entry 1:
C4H8O2 | ωB97M-V/def2-TZVPD

The gap between HOMO and LUMO comes out at 0.373 hartree. The calculation puts the LUMO energy at 0.90 eV.

The geometry in XYZ format:
```
14
Properties=species:S:1:pos:R:3:forces:R:3
O 1.1800 -0.9765 -1.5644 0.0 0.0 0.0
C 0.8656 0.1195 -0.9069 0.1 0.3 0.2
C -1.0514 -0.0406 -0.4950 -0.1 0.1 0.1
C -0.9492 -0.1755 1.0200 -0.2 0.0 0.0
O 0.3805 -0.5465 1.3463 0.0 0.0 0.1
C 1.2348 0.2532 0.5753 0.2 0.1 -0.1
H -0.0898 -0.7540 -1.1785 -0.3 -0.1 0.0
H 0.8710 1.0779 -1.4613 0.0 -0.2 0.1
H -1.6738 -0.8294 -0.9536 0.2 0.0 0.0
H -1.4286 0.9157 -0.8623 0.1 -0.2 0.0
H -1.5984 -0.9521 1.4321 0.1 0.1 -0.1
H -1.2016 0.7786 1.5106 0.1 -0.1 -0.1
H 1.1734 1.3125 0.8796 0.0 -0.1 0.0
H 2.2566 -0.1130 0.7070 -0.1 0.1 -0.1
```
Forces are in eV/Å.


Entry 2:
C33H62O19 | ωB97M-V/def2-TZVPD

The gap between HOMO and LUMO comes out at 0.374 hartree. The calculation puts the LUMO energy at 0.33 eV.

The geometry in XYZ format:
```
114
Properties=species:S:1:pos:R:3:forces:R:3
O 4.8803 -0.2659 2.8137 0.1 -0.8 -0.3
C 4.9060 0.9024 2.6302 0.1 2.3 1.1
C 4.1442 2.0295 3.4262 -0.6 -0.8 -3.4
C 4.8487 3.3000 3.0298 -0.1 -1.2 -0.4
C 5.3496 2.9157 1.6300 0.4 0.3 0.7
O 5.7327 1.5405 1.7250 -0.8 -0.9 0.2
H 3.1504 2.0798 2.9448 0.1 -0.3 0.2
H 3.9888 1.8251 4.4305 0.1 -0.5 1.9
H 4.1212 4.0794 2.9862 0.0 1.0 0.2
H 5.6543 3.4367 3.7272 0.5 0.7 0.1
H 4.5787 3.0385 0.8734 -0.1 0.0 -0.1
H 6.2447 3.4534 1.3623 0.2 0.2 -0.3
O -5.2267 1.9157 1.9482 0.1 0.3 0.7
C -4.7743 1.1435 2.7555 -0.7 0.1 -1.6
C -4.2695 1.3190 4.1355 0.6 1.3 1.9
C -3.5545 0.0084 4.3564 3.4 -0.3 0.6
C -4.2147 -0.9783 3.4531 0.0 -1.2 -0.8
O -4.6834 -0.1606 2.4002 -0.2 0.5 -1.1
H -3.5925 2.2431 4.2679 -1.1 -1.5 -0.5
H -5.0858 1.4090 4.8954 0.2 0.2 -0.9
H -2.4661 0.1618 4.0103 -1.5 -0.4 0.4
H -3.4548 -0.3689 5.3821 -0.3 0.3 -0.2
H -3.5845 -1.7910 2.9969 -0.3 1.0 0.7
H -5.1214 -1.4382 3.8354 0.0 -0.3 0.7
O -1.0483 2.2030 3.0995 0.2 -0.2 -0.5
C -1.2015 2.7787 2.0487 0.2 0.5 1.2
C -0.2601 3.8125 1.4224 1.2 -2.0 0.0
C -1.1297 4.6045 0.5307 -1.0 0.9 0.4
C -2.2397 3.5764 0.2126 -1.2 0.4 -0.7
O -2.3633 2.7151 1.3849 0.8 0.6 -0.9
H 0.3304 4.2444 2.2152 -0.2 0.6 0.2
H 0.4960 3.3157 0.7960 -0.1 -0.4 0.2
H -1.5206 5.4370 1.1143 -0.6 0.0 0.0
H -0.6159 5.1048 -0.2807 0.0 -0.5 -0.6
H -3.2418 4.0230 0.0527 0.6 -0.1 0.3
H -2.0765 2.9544 -0.6819 0.4 0.1 0.4
O -1.5211 -2.6389 3.9345 0.4 -0.5 0.2
C -0.3174 -2.5366 3.9355 -1.5 0.5 0.1
C 0.4887 -1.8178 2.9392 -0.5 0.5 -2.0
C 1.7979 -1.5117 3.6019 0.8 -0.7 0.4
C 1.8097 -2.5970 4.7118 0.5 1.1 -0.3
O 0.4496 -2.9547 4.9290 0.4 -0.8 1.1
H 0.6209 -2.4804 2.0483 -0.1 0.4 0.6
H -0.1341 -0.9786 2.5993 0.4 0.0 0.0
H 2.6155 -1.7526 2.9329 0.3 0.5 -0.1
H 1.9318 -0.4980 3.9908 -0.3 -0.2 -0.1
H 2.4171 -3.4241 4.4256 0.0 -1.1 -0.6
H 2.3028 -2.2921 5.6194 -0.4 0.5 0.6
O 0.1496 5.3247 -3.3902 -0.1 0.4 0.1
C 0.7287 4.2900 -3.4234 0.3 -1.5 0.6
C 0.7225 3.2012 -4.5244 0.6 1.4 0.4
C 1.3443 2.0186 -3.8379 0.8 -0.4 0.3
C 2.2096 2.6841 -2.7400 -0.3 -1.2 -0.7
O 1.5201 3.8349 -2.3691 -1.4 1.8 -0.3
H -0.2871 3.0524 -4.8729 -0.2 0.1 -0.2
H 1.3314 3.6591 -5.3215 -0.2 -0.4 0.0
H 0.5373 1.4124 -3.4146 0.3 -0.1 0.1
H 2.0237 1.4069 -4.4408 -0.6 0.0 -0.1
H 2.3634 2.0596 -1.8594 0.1 0.2 -0.2
H 3.1339 3.0052 -3.2023 0.6 -0.2 0.1
O 2.5891 -0.9387 -3.8596 0.2 -0.3 -0.2
C 1.8372 -1.8368 -4.1347 -1.0 0.3 0.5
C 1.4995 -3.0767 -3.2888 -0.4 0.6 -0.7
C 0.8417 -3.9676 -4.3427 -0.3 -0.2 0.0
C 0.1920 -2.9289 -5.2412 -0.4 -0.7 -1.7
O 1.0247 -1.7696 -5.2293 0.6 0.0 1.0
H 2.3964 -3.4602 -2.8301 0.1 -0.2 0.3
H 0.7707 -2.7519 -2.5023 0.6 -0.3 -0.6
H 1.5543 -4.6189 -4.8812 -0.1 0.5 0.2
H 0.0325 -4.6032 -4.0072 0.1 -0.3 0.6
H 0.1702 -3.2581 -6.2935 -0.1 0.1 0.4
H -0.8563 -2.7153 -4.9593 0.6 0.3 0.2
O -2.8049 -1.2857 -0.2359 1.6 -0.8 0.4
C -3.8164 -0.7330 -0.4708 -1.7 2.7 -0.8
C -5.2276 -1.2504 -0.5702 0.6 -1.9 0.9
C -6.1068 -0.0534 -0.3697 0.5 -0.2 -1.7
C -5.2236 0.9716 -1.0752 0.1 1.9 -0.3
O -3.8371 0.6386 -0.7120 -1.0 -1.4 -0.1
H -5.3270 -1.7738 -1.5200 -0.1 0.3 -0.3
H -5.3024 -2.0571 0.1781 -0.2 0.4 -0.1
H -7.1137 -0.1854 -0.7640 0.1 0.2 -0.2
H -6.1472 0.1640 0.6483 -0.2 0.5 1.6
H -5.3095 0.8998 -2.1849 0.1 0.0 0.7
H -5.3808 2.0559 -0.7770 0.1 -1.5 -0.2
C 5.1404 -0.5987 -1.1331 -1.3 -0.6 0.4
O 3.7393 -0.4615 -1.4153 0.5 1.0 1.2
H 5.4207 -1.6434 -1.1741 0.2 -0.3 -0.2
H 5.7813 -0.0125 -1.7747 0.1 0.3 -0.2
H 5.1927 -0.3113 -0.0928 0.6 0.3 0.2
H 3.4338 -0.8928 -2.1983 0.0 -0.4 -1.3
C -1.5736 -0.5006 -3.3097 1.7 -0.6 0.7
O -2.7681 -1.1270 -3.5978 -1.8 -0.4 -0.9
H -1.7060 0.2089 -2.4952 0.2 0.3 0.1
H -0.8772 -1.3127 -2.9536 -0.5 0.9 -0.2
H -1.1200 -0.0506 -4.1946 0.1 0.2 0.0
H -3.2893 -0.5486 -4.1780 0.2 -0.3 0.3
C 2.7141 -3.2418 0.1022 -0.6 -1.8 -0.2
O 1.5865 -4.0963 -0.3507 0.1 1.9 0.4
H 2.7456 -3.2321 1.2247 0.3 -0.3 -1.0
H 3.5980 -3.7356 -0.3889 -0.5 0.7 1.0
H 2.6622 -2.2100 -0.2242 -0.2 0.1 -0.3
H 0.7669 -3.5289 -0.4331 0.9 -0.8 0.3
C -1.7292 -4.4937 -0.2460 -0.7 -0.8 0.4
O -1.0654 -3.2547 -0.4470 -0.1 -0.4 -0.2
H -2.2914 -4.8188 -1.1610 0.4 0.3 0.6
H -1.0232 -5.3271 0.0176 -0.4 1.1 -0.2
H -2.4643 -4.3626 0.5973 0.6 -0.4 -0.7
H -1.7790 -2.5875 -0.4098 0.5 0.1 0.0
C 0.8807 0.5541 -0.0670 0.7 -0.5 -1.3
O 2.1180 1.1830 0.2219 -0.9 1.2 1.1
H 0.5293 0.8062 -1.1059 0.2 -0.3 0.8
H 1.0251 -0.5299 0.0153 -0.4 0.0 -0.2
H 0.1126 0.8472 0.6330 0.0 0.3 0.3
H 2.8455 0.7796 -0.2398 0.3 -0.9 -0.7
```
Forces are in eV/Å.


Entry 3:
C16H29Cl2N5O4SV | ωB97M-V/def2-TZVPD

The gap between HOMO and LUMO (alpha / beta) comes out at 0.252 / 0.252 hartree. The calculation puts the LUMO energy (alpha / beta) at -0.24 / -0.26 eV. Its spin multiplicity is 2.

The geometry in XYZ format:
```
58
Properties=species:S:1:pos:R:3:forces:R:3
V -0.8950 0.5242 -0.7075 -4.1 0.4 1.6
N -1.8735 0.6924 -2.6664 0.0 0.4 0.2
C -2.4033 2.0448 -2.9691 0.3 0.1 -0.2
C -1.2952 3.0795 -2.8392 0.2 0.1 -0.1
N -0.9099 3.4803 -1.4689 -1.7 -0.3 -0.5
C 0.4464 4.0653 -1.4421 -0.2 0.5 0.4
C 1.1610 4.0525 -0.1002 -0.1 -0.1 0.0
N 1.5493 2.7095 0.3263 0.1 0.0 0.0
C -1.2490 2.6742 -0.4319 4.8 -0.8 -0.9
C -2.7680 0.1192 0.2974 2.6 -2.5 -1.4
N -3.8157 -0.5907 0.7873 -0.3 0.3 -0.4
H -1.1487 0.5383 -3.3629 0.1 -0.4 0.2
H -2.5858 -0.0249 -2.7507 0.0 0.0 -0.1
H -3.2520 2.2537 -2.3235 0.0 0.1 0.0
H -2.7700 2.1066 -3.9975 0.0 -0.2 0.0
H -1.5858 3.9653 -3.4090 0.0 0.1 0.1
H -0.3953 2.6588 -3.3018 -0.1 0.1 -0.2
H 0.3513 5.1057 -1.7667 0.1 0.0 -0.1
H 1.0629 3.5264 -2.1662 -0.1 0.0 0.0
H 0.5108 4.4921 0.6606 0.0 0.0 0.0
H 2.0275 4.7151 -0.2228 -0.1 0.1 0.0
H 2.1460 2.7541 1.1422 0.0 0.0 0.0
H 2.0445 2.2289 -0.4162 0.0 0.0 0.0
H -3.3384 1.9793 -0.7759 -1.0 -0.1 0.5
H -3.3481 2.7379 1.5919 -2.8 1.4 -0.7
H -3.9023 2.8615 0.9959 0.2 0.6 2.5
H -1.4967 1.4961 1.3134 0.5 0.7 -0.3
H -4.6843 -0.6156 0.2646 -0.1 0.1 0.1
H -3.4801 -1.5193 1.0310 0.0 0.0 0.0
C 4.0100 -4.8928 3.1080 0.0 0.0 0.0
C 2.9307 -4.3142 2.2350 0.0 0.0 0.0
C 2.8023 -2.9372 2.0763 0.0 0.0 0.0
C 1.7679 -2.3994 1.3281 0.0 0.0 0.0
C 0.8576 -3.2461 0.7146 0.0 0.0 0.0
C 0.9797 -4.6219 0.8389 0.0 0.0 0.0
C 2.0129 -5.1458 1.5985 0.0 0.0 0.0
S -0.5809 -2.5895 -0.0850 0.0 0.0 -0.2
O -1.0424 -3.5649 -1.0424 0.2 0.0 -0.1
O -1.4879 -2.2363 0.9788 0.0 -0.1 0.1
N -0.0737 -1.2422 -0.8215 0.3 -0.1 -0.2
C 0.9134 -1.4058 -1.9034 -0.2 -0.1 0.3
C 1.3194 -0.0128 -2.4188 0.2 -0.1 0.3
O 2.2172 0.1154 -3.2270 -0.1 -0.1 -0.1
O 0.6461 0.9746 -1.8990 0.4 -0.1 0.0
H 4.8263 -4.1858 3.2508 0.0 0.0 0.0
H 4.4166 -5.8092 2.6802 0.0 0.0 0.0
H 3.6084 -5.1405 4.0928 0.0 0.0 0.0
H 3.5193 -2.2766 2.5490 0.0 0.0 0.0
H 1.6701 -1.3272 1.2134 0.0 0.0 0.0
H 0.2666 -5.2653 0.3414 0.0 0.0 0.0
H 2.1081 -6.2204 1.7009 0.0 0.0 0.0
H 0.4806 -1.9890 -2.7213 0.1 0.0 -0.1
H 1.8016 -1.9379 -1.5524 0.1 0.1 -0.1
Cl -2.4103 1.7513 0.2898 0.1 0.1 -0.7
C -0.4871 1.5226 3.9961 0.1 0.1 -0.1
Cl 0.0578 0.4426 2.8146 0.1 -0.2 0.2
H -1.4717 1.9425 3.8766 0.0 0.0 0.0
H 0.2388 1.9007 4.6949 0.0 0.0 0.0
```
Forces are in eV/Å.